# 1
The following is a quantum chemistry calculation of 2 unconnected molecules or ions with the total composition C4H8BrN2 in a non-equilibrium geometry, from the OMol25 dataset.

Structure (XYZ):
```
15
Properties=species:S:1:pos:R:3:forces:R:3
C 0.800808 0.637134 -0.765005 -1.2 0.2 1.9
C -0.254265 -1.795947 0.757660 -1.3 3.1 -0.1
C -1.063361 -0.697285 1.556216 1.6 0.6 -1.0
C 0.389821 -0.560304 1.258787 0.4 0.2 -2.5
N -0.236887 1.431502 -1.168850 1.9 -1.1 0.2
N 2.064552 0.486232 -1.174661 -1.2 -0.3 0.8
Br 1.998051 -0.274055 2.138104 -0.5 -0.2 0.1
H -0.038156 -2.779770 1.009247 0.4 -1.4 1.2
H -0.571677 -1.687538 -0.252333 0.1 -0.3 -0.8
H -1.665488 0.040772 1.036459 -0.2 -0.5 -0.6
H -1.436839 -0.729012 2.541303 0.2 -0.6 1.3
H -1.080422 1.448338 -0.589137 0.7 -0.2 -0.3
H -0.294280 2.035918 -1.997511 0.5 -0.4 0.4
H 2.628521 -0.233640 -0.654886 -0.8 1.2 -0.7
H 2.583602 1.080590 -1.824783 -0.5 -0.2 0.1
```
Positions in Å, forces in eV/Å.

DFT total energy	-77289.9625	eV
HOMO level (spin up / spin down)	-13.707 / -13.706	eV
net charge	+1


# 2
The following is a quantum chemistry calculation of a gas-phase ion, CH6N2O4P (charge -1) in a non-equilibrium geometry, from the OMol25 dataset.

Structure (XYZ):
```
14
Properties=species:S:1:pos:R:3:forces:R:3
C -0.050508 1.056739 0.375015 0.7 -3.7 0.1
N -0.010071 -0.739442 0.697771 -0.9 3.2 -0.4
N -0.529735 1.249541 -0.928603 -0.2 0.3 -0.3
O 0.756343 -3.021914 0.037304 0.6 0.6 -0.6
O 2.010751 -0.968930 -0.963845 0.0 0.1 0.0
O -0.393806 -1.585319 -1.745710 0.1 0.1 0.0
O 1.254652 1.427835 0.523774 0.3 0.4 0.0
P 0.641397 -1.512604 -0.673584 -0.2 -0.7 0.7
H -0.683660 1.469227 1.151730 0.0 -0.1 0.0
H 0.660641 -0.805863 1.452903 0.2 0.0 0.1
H -1.430681 0.800324 -1.055126 0.1 -0.1 0.1
H -0.167063 -3.211361 0.200630 -0.3 -0.4 0.1
H 0.102583 0.773302 -1.576355 -0.3 0.2 0.0
H 1.763807 0.812005 -0.052885 0.0 0.0 0.1
```
Positions in Å, forces in eV/Å.

SMILES string	N[C@H](O)N[P@](=O)([O-])O
DFT total energy	-21597.8400	eV
HOMO level	-4.784	eV
net charge	-1


# 3
The following is a quantum chemistry calculation of a molecular structure, C26H33F5N3PPdSSi in a non-equilibrium geometry, from the OMol25 dataset.

Structure (XYZ):
```
71
Properties=species:S:1:pos:R:3:forces:R:3
Pd -0.809884 -0.182152 -0.059136 -0.4 0.4 -0.4
C 4.703594 0.242933 -0.611676 0.5 0.0 -0.2
N 3.729910 -0.452675 0.326788 0.4 -0.2 0.1
C 3.534675 0.441235 1.545152 0.0 0.0 0.6
N 3.129056 1.733420 1.163263 0.3 0.2 0.3
C 4.089671 2.345769 0.268858 0.2 0.0 0.1
N 4.279014 1.551013 -0.934854 0.3 0.2 0.0
C 3.079415 1.553623 -1.761508 -0.5 -0.1 -0.3
P 1.538191 0.820619 -0.951714 0.9 -0.2 0.1
C 2.435604 -0.721364 -0.335287 -1.1 -0.1 -0.4
C 1.774886 1.772791 0.645251 -0.7 0.1 -0.1
H 4.776232 -0.359072 -1.522759 0.0 -0.1 0.2
H 5.675309 0.280369 -0.106203 -0.2 -0.1 0.0
H 4.131833 -1.339301 0.633658 0.0 0.1 0.0
H 4.497368 0.487134 2.065621 0.0 -0.1 -0.1
H 2.770295 -0.022934 2.174913 0.1 -0.1 -0.1
H 5.051036 2.447648 0.784037 -0.1 0.0 0.0
H 3.730283 3.334331 -0.015710 0.1 0.0 0.0
H 3.285957 1.011849 -2.689262 0.0 0.1 0.0
H 2.842093 2.585736 -2.029829 0.0 0.0 -0.1
H 2.596848 -1.395193 -1.179758 0.2 0.0 0.0
H 1.739257 -1.205032 0.373253 0.4 0.1 -0.1
H 1.075182 1.363561 1.390029 0.2 0.2 -0.2
H 1.498630 2.812288 0.460569 -0.1 -0.1 0.0
C -0.274597 -3.158845 4.375147 0.0 0.0 0.0
C 0.735368 -2.979148 3.238973 0.1 -0.1 0.0
C 2.137396 -2.737153 3.814227 -0.1 0.0 0.0
C 0.755052 -4.245606 2.371886 0.0 0.0 0.0
C 0.316007 -1.848517 2.401731 0.5 -0.6 0.7
C -0.096743 -0.903891 1.758024 -0.3 -0.3 -0.8
H -0.047057 -4.051256 4.953659 0.1 -0.1 0.1
H -1.276427 -3.256261 3.966373 -0.1 0.0 0.0
H -0.262013 -2.301912 5.042929 0.0 0.1 0.1
H 2.438240 -3.580689 4.432004 0.1 -0.1 0.1
H 2.157500 -1.841194 4.430978 0.0 0.1 0.0
H 2.873643 -2.628924 3.016309 0.0 0.0 -0.1
H 1.014317 -5.115970 2.971195 0.0 -0.1 0.1
H 1.482550 -4.161138 1.565835 0.1 0.1 -0.1
H -0.221965 -4.413018 1.926772 -0.1 0.0 -0.1
C -2.835477 -2.826385 -1.585202 0.8 0.8 0.4
Si -1.545173 -1.415662 -1.923989 -0.3 -0.1 -0.9
C -0.180353 -2.280434 -3.011445 -0.4 0.7 1.0
C -2.433421 -0.151285 -3.077155 0.5 -0.5 0.7
C -3.499093 0.588720 -2.574587 -0.1 -0.1 0.1
C -4.183464 1.490709 -3.365735 -0.1 0.0 0.0
C -3.816492 1.657611 -4.691056 0.0 0.1 -0.1
C -2.747905 0.943003 -5.204004 -0.1 0.1 -0.2
C -2.054227 0.059683 -4.396860 0.1 -0.2 0.1
H -3.222561 -3.212849 -2.523672 0.1 0.1 -0.3
H -3.678103 -2.487424 -0.991934 -0.1 0.1 0.1
H -2.369978 -3.648767 -1.052379 0.1 -0.2 0.1
H -0.654403 -2.758722 -3.863646 -0.2 0.0 -0.1
H 0.333677 -3.047237 -2.439506 0.1 -0.2 0.1
H 0.560460 -1.574229 -3.378112 0.1 0.1 0.0
H -3.792066 0.447855 -1.544225 -0.1 0.1 0.1
H -5.003311 2.063755 -2.953052 0.0 0.0 0.0
H -4.356104 2.350333 -5.319789 0.0 0.1 -0.1
H -2.455892 1.070561 -6.238097 0.0 0.0 0.0
H -1.210234 -0.478990 -4.798857 0.1 -0.1 -0.1
F -5.198001 4.587352 2.713316 0.2 -0.1 0.0
C -4.190652 4.025667 2.027743 0.2 -0.1 -0.1
C -4.201300 2.658411 1.758357 0.0 0.1 0.1
F -5.191096 1.892538 2.234852 0.1 0.1 0.0
C -3.186135 2.108895 1.000770 0.5 0.0 -0.2
F -3.141885 0.770630 0.778387 -0.9 0.7 0.4
C -2.160495 2.892397 0.448236 -0.8 0.3 0.6
S -1.023606 2.213876 -0.630583 0.3 -0.4 -1.0
C -2.136085 4.250510 0.800499 -0.1 -0.5 -0.1
F -1.123949 5.020073 0.365528 -0.2 0.0 0.1
C -3.123550 4.807802 1.589404 -0.2 -0.1 0.2
F -3.064850 6.098528 1.947056 -0.1 -0.1 -0.2
```
Positions in Å, forces in eV/Å.

DFT total energy	-77032.2579	eV
HOMO level (spin up / spin down)	-6.836 / -6.836	eV


# 4
The following is a quantum chemistry calculation of 2 unconnected molecules or ions with the total composition C4H9O in a non-equilibrium geometry, from the OMol25 dataset.

Structure (XYZ):
```
14
Properties=species:S:1:pos:R:3:forces:R:3
O -2.399965 0.498625 -0.010720 -0.5 -0.1 0.3
C -1.216325 0.640844 -0.775112 0.7 0.2 -0.5
C -0.119127 -0.201466 -0.141331 0.1 -0.1 0.5
C 1.211489 -0.050032 -0.828081 0.1 0.4 -1.4
C 1.844361 -1.072431 -1.461646 -0.9 0.5 -0.8
H -3.085786 1.059442 -0.381474 0.1 0.0 0.0
H -0.899781 1.698599 -0.813366 0.0 -0.2 0.1
H -1.380793 0.317277 -1.817970 0.0 0.0 0.2
H -0.425153 -1.258975 -0.139918 0.0 0.2 0.0
H -0.020915 0.104966 0.913812 0.0 0.0 -0.4
H 1.465319 0.972983 -1.137904 0.1 -0.7 0.8
H 1.293331 -1.987554 -1.706943 0.5 -0.1 0.8
H 2.723019 -0.861411 -2.079491 -0.2 -0.1 0.3
H 2.524613 0.958350 0.689309 0.0 0.2 0.4
```
Positions in Å, forces in eV/Å.

DFT total energy	-6337.8217	eV
HOMO level (spin up / spin down)	-0.793 / -0.792	eV
net charge	-1


# 5
The following is a quantum chemistry calculation of 2 unconnected molecules or ions with the total composition C7H6NP in a non-equilibrium geometry, from the OMol25 dataset.

Structure (XYZ):
```
15
Properties=species:S:1:pos:R:3:forces:R:3
C 2.422320 0.543117 0.023058 1.7 0.3 -1.8
C 1.711561 0.440470 -1.192089 0.0 0.3 0.8
C 1.871891 0.111814 1.223652 1.3 0.5 0.6
C 0.339085 0.026589 -1.085006 1.4 0.8 -2.2
C 0.574568 -0.294404 1.305923 -1.9 -0.1 0.1
C -0.222971 -0.264552 0.128544 1.3 -0.2 1.5
C -1.572605 -0.673134 0.227466 -2.6 -1.2 -0.9
N -2.656102 -1.096596 0.128867 1.8 0.8 0.6
P -4.824729 -0.034023 -1.045551 -1.0 0.2 0.8
H 3.528986 0.929591 -0.014490 -2.3 -0.9 0.2
H 2.278418 0.745147 -2.133193 -1.4 -0.6 1.2
H 2.559052 0.160236 2.069749 -0.6 -0.2 0.1
H -0.276719 -0.047031 -1.993667 0.3 0.1 0.5
H 0.025683 -0.593943 2.230547 1.0 0.3 -0.7
H -5.758437 0.046721 0.126191 0.9 -0.1 -1.0
```
Positions in Å, forces in eV/Å.

DFT total energy	-18131.2204	eV
HOMO level (spin up / spin down)	-7.752 / -7.672	eV


# 6
The following is a quantum chemistry calculation of 2 unconnected molecules or ions with the total composition C4H11NO in a non-equilibrium geometry, from the OMol25 dataset.

Structure (XYZ):
```
17
Properties=species:S:1:pos:R:3:forces:R:3
C -1.054632 -0.534087 -0.860773 0.4 1.0 1.0
C -1.059437 -0.276542 0.500637 -1.7 -1.0 -0.8
C 2.391858 1.171313 -0.034457 0.0 0.1 0.4
C -0.767818 -1.391847 1.477060 0.5 -0.1 0.2
N -1.642393 0.247753 -1.795817 0.0 -0.1 0.0
O 1.046975 1.012050 -0.364045 -1.8 -0.7 0.8
H -0.396857 -1.297903 -1.253530 -0.2 -0.3 0.0
H -2.037146 1.121641 -1.480238 0.0 -0.1 0.0
H -1.205410 0.298540 -2.702590 0.0 0.0 0.1
H -1.788967 0.455264 0.841799 0.1 0.2 -0.1
H 0.194358 0.547019 0.329784 2.7 1.0 -1.7
H 2.521181 1.756687 0.889028 0.1 -0.1 -0.1
H 2.938779 0.220873 0.067598 -0.1 0.0 0.1
H 2.899548 1.724671 -0.836886 -0.2 0.0 0.1
H -1.092895 -2.371303 1.123291 -0.1 0.1 0.0
H 0.306217 -1.460989 1.660329 0.1 -0.1 0.2
H -1.253361 -1.223138 2.438812 0.0 0.1 -0.1
```
Positions in Å, forces in eV/Å.

SMILES string	C/C=C/N.CO
DFT total energy	-7861.7267	eV
HOMO level	-8.065	eV